# 1
Computed, not measured: the molecule C5H4N2 in a non-equilibrium geometry, with wB97M-V/def2-TZVPD.

Each line ends with the Mulliken charge.
Cartesian coordinates (Å):
1 C 2.01660 -1.10273 -0.36425  -0.6488
2 C 1.18721 -0.26034 0.12017  0.1117
3 C -0.02290 0.29065 0.24226  0.6205
4 C -1.15553 -0.23492 0.97115  -0.3330
5 N -2.21595 0.46086 0.70945  -0.4482
6 N -1.88228 1.46873 -0.20991  -0.4452
7 C -0.62488 1.36839 -0.50629  -0.3664
8 H 2.99492 -1.58119 -0.44054  0.3346
9 H 1.01324 -1.31339 -0.90390  0.3144
10 H -1.16866 -1.10852 1.61461  0.4304
11 H -0.14175 2.01246 -1.23276  0.4300

Computed properties:
Total energy (hartree): -302.26881
Maximum force (eV Å⁻¹): 2.83
SMILES: C=C=C1C=NN=C1
HOMO-LUMO gap (eV): 9.02
Molar mass (g mol⁻¹): 92.1

# 2
Computed, not measured: the molecule C5H4N2 in a non-equilibrium geometry, with wB97M-V/def2-TZVPD.

Each line ends with the Mulliken charge.
Cartesian coordinates (Å):
1 C 2.74673 -0.67741 -0.05163  0.0213
2 C 1.58937 -0.35157 0.01995  -0.4787
3 C 0.22101 0.04359 -0.03802  0.1635
4 C -0.38140 1.30359 -0.16703  -0.4057
5 N -1.70110 1.19926 -0.25734  -0.6869
6 N -1.96515 -0.10008 -0.08285  0.1675
7 C -0.82994 -0.83522 0.09284  -0.1546
8 H 3.77622 -0.95731 -0.10188  0.4090
9 H 0.11671 2.25870 -0.18065  0.4762
10 H -2.92951 -0.40558 -0.15268  0.2146
11 H -0.64293 -1.47798 0.91928  0.2738

Computed properties:
Total energy (hartree): -302.32845
Maximum force (eV Å⁻¹): 2.14
SMILES: C#Cc1cn[nH]c1
HOMO-LUMO gap (eV): 10.01
Molar mass (g mol⁻¹): 92.1

# 3
Computed, not measured: the molecule C5H4N2O in a non-equilibrium geometry, with wB97M-V/def2-TZVPD.

Each line ends with the Mulliken charge.
Cartesian coordinates (Å):
1 N -1.41645 -3.20698 -1.22808  -0.4049
2 C -0.88987 -2.23579 -0.89012  -0.0581
3 C -0.37033 -1.02493 -0.39544  -0.2050
4 C -1.01406 0.14637 -0.52651  -0.0733
5 O -0.65296 1.25140 0.19518  -0.3369
6 C 0.48871 1.23855 0.90594  -0.3432
7 C 1.73529 1.05529 0.18227  0.2821
8 N 2.59807 1.03191 -0.56883  -0.3582
9 H 0.49991 -1.24207 0.09111  0.3930
10 H -1.92319 0.24747 -0.96665  0.4787
11 H 0.56360 2.21959 1.44797  0.2830
12 H 0.38128 0.51917 1.75316  0.3427

Computed properties:
Total energy (hartree): -377.59881
Maximum force (eV Å⁻¹): 4.36
SMILES: N#C/C=C/OCC#N
HOMO-LUMO gap (eV): 10.51
Molar mass (g mol⁻¹): 108.1

# 4
Computed, not measured: the molecule C5H4N2O in a non-equilibrium geometry, with wB97M-V/def2-TZVPD.

Each line ends with the Mulliken charge.
Cartesian coordinates (Å):
1 C 1.81464 -0.01858 -0.03822  -0.0663
2 C 1.08255 1.17203 0.10705  -0.7551
3 C -0.30412 0.76321 0.17231  0.3644
4 O -1.66173 1.04745 -0.06818  -0.3050
5 C -2.34570 -0.01605 -0.02673  0.1430
6 N -1.56216 -1.11416 -0.02819  -0.8736
7 N -0.33538 -0.65559 0.21330  0.6172
8 C 0.97951 -1.10707 -0.00520  -0.4824
9 H 2.92650 -0.18427 -0.08649  0.3283
10 H 1.62238 2.18208 -0.26835  0.2434
11 H -3.46638 0.03297 0.18615  0.3372
12 H 1.24988 -2.10201 -0.15745  0.4489

Computed properties:
Total energy (hartree): -377.56513
Maximum force (eV Å⁻¹): 6.10
SMILES: c1cc2ocnn2c1
HOMO-LUMO gap (eV): 9.17
Molar mass (g mol⁻¹): 108.1

# 5
Computed, not measured: the molecule C5H4N2O in a non-equilibrium geometry, with wB97M-V/def2-TZVPD.

Each line ends with the Mulliken charge.
Cartesian coordinates (Å):
1 C 1.82789 1.20271 2.21645  -0.2397
2 C 0.98151 0.95266 1.32789  -0.5104
3 C 0.47749 0.26177 0.14372  0.2716
4 C 0.65486 0.48046 -1.27752  -0.4126
5 N -0.12073 -0.31037 -1.91688  0.3481
6 N -1.01999 -0.96160 -1.21242  -0.9188
7 C -0.69818 -0.50850 0.03219  0.5636
8 O -1.63292 -0.74768 1.07194  -0.4835
9 H 2.58958 1.52276 2.90299  0.3908
10 H 1.29216 0.96756 -1.98641  0.3822
11 H -0.09901 -0.45902 -2.96193  0.2426
12 H -2.19573 -1.48070 0.71852  0.3661

Computed properties:
Total energy (hartree): -377.55753
Maximum force (eV Å⁻¹): 4.85
SMILES: C#Cc1c[nH]nc1O
HOMO-LUMO gap (eV): 9.53
Molar mass (g mol⁻¹): 108.1

# 6
Computed, not measured: the molecule C5H4N2O in a non-equilibrium geometry, with wB97M-V/def2-TZVPD.

Each line ends with the Mulliken charge.
Cartesian coordinates (Å):
1 C -1.26835 -1.06027 2.70970  0.2069
2 C -0.85981 -0.57283 1.65966  -0.3486
3 C -0.47813 -0.11667 0.33703  0.2554
4 C -0.82908 -0.88718 -0.88873  -0.0723
5 O -1.42606 -1.94620 -0.86412  -0.4579
6 N 0.15876 1.01662 0.25062  -0.2082
7 N 0.57469 1.45718 -0.96413  -0.4746
8 C 1.78453 1.32035 -1.26233  -0.2590
9 H -1.72416 -1.51180 3.56486  0.4172
10 H -0.59145 -0.33910 -1.83368  0.3793
11 H 2.52349 0.81242 -0.57826  0.2676
12 H 2.13557 1.82749 -2.13063  0.2940

Computed properties:
Total energy (hartree): -377.52442
Maximum force (eV Å⁻¹): 2.91
SMILES: C#C/C(C=O)=N/N=C
HOMO-LUMO gap (eV): 8.92
Molar mass (g mol⁻¹): 108.1

# 7
Computed, not measured: a cluster of 2 separate species, C5H4N2O in total in a non-equilibrium geometry, with wB97M-V/def2-TZVPD.

Each line ends with the Mulliken charge.
Cartesian coordinates (Å):
1 C 1.33494 0.49526 -1.40538  0.0162
2 C -1.68265 -0.70558 -0.13820  0.4432
3 C 0.14469 1.24885 -1.37007  0.6022
4 C 0.40058 -0.58114 1.15307  -0.7484
5 C -0.78273 0.07821 0.62567  -0.4568
6 N 2.16313 -0.06185 -0.74786  -0.4734
7 N -2.07094 -1.54715 -0.82202  -0.4270
8 O -0.49475 2.13260 -1.77654  -0.3311
9 H 0.34586 -1.62174 1.04119  0.3669
10 H 1.28486 -0.24232 0.53628  0.3023
11 H 0.60556 -0.28329 2.22073  0.2892
12 H -1.24855 1.08815 0.68315  0.4167

Computed properties:
Total energy (hartree): -377.50213
Maximum force (eV Å⁻¹): 3.17
HOMO-LUMO gap (spin up / spin down) (eV): 7.56 / 7.56
Molar mass (g mol⁻¹): 108.1

# 8
Computed, not measured: the molecule C5H4N2S in a non-equilibrium geometry, with wB97M-V/def2-TZVPD.

Each line ends with the Mulliken charge.
Cartesian coordinates (Å):
1 C 2.04892 -0.86099 -0.01689  -0.1172
2 C 0.86743 -1.52561 0.02233  -0.8052
3 C -0.25645 -0.66521 0.04109  0.5285
4 N -1.60144 -0.66450 0.05521  -0.8840
5 N -1.97835 0.62789 -0.02829  0.2935
6 C -0.95698 1.53381 0.06176  -0.3840
7 C 0.21526 0.76306 -0.02759  0.1396
8 S 1.92929 0.89552 0.04011  -0.1520
9 H 3.11409 -1.07355 -0.06340  0.3860
10 H 0.72074 -2.55349 -0.01126  0.4100
11 H -2.88960 0.91387 -0.24291  0.2126
12 H -1.21292 2.60920 0.16983  0.3723

Computed properties:
Total energy (hartree): -700.58000
Maximum force (eV Å⁻¹): 4.81
SMILES: c1cc2n[nH]cc2s1
HOMO-LUMO gap (eV): 9.13
Molar mass (g mol⁻¹): 124.2

# 9
Computed, not measured: the ion C5H4N5 with charge +1 in a non-equilibrium geometry, with wB97M-V/def2-TZVPD.

Each line ends with the Mulliken charge.
Cartesian coordinates (Å):
1 C 2.00278 -0.58658 -0.02803  -1.1389
2 C 0.70238 0.13942 -0.07008  0.1416
3 N 0.56558 1.52432 -0.04898  0.3596
4 N -0.67199 1.96222 -0.06496  -0.6494
5 C -1.45357 0.90004 -0.06468  0.3058
6 N -2.77728 0.78421 -0.01986  0.6062
7 N -3.78632 0.29536 0.01189  -0.1940
8 C -0.55173 -0.41248 -0.16306  0.7388
9 C -1.02202 -1.68663 -0.04021  -0.1273
10 N -1.48620 -2.73792 0.15795  -0.3070
11 H 2.77974 -0.04920 0.65564  0.3364
12 H 1.74338 -1.61308 0.36548  0.3130
13 H 2.60601 -0.64648 -0.87213  0.3324
14 H 1.34923 2.12679 0.18104  0.2827

Computed properties:
Charge: +1
Total energy (hartree): -466.33568
Maximum force (eV Å⁻¹): 5.62
SMILES: Cc1[nH]nc([N+]#N)c1C#N
HOMO-LUMO gap (spin up / spin down) (eV): 8.20 / 8.20
Molar mass (g mol⁻¹): 134.1

# 10
Computed, not measured: a structure of composition C5H4O in a non-equilibrium geometry, with wB97M-V/def2-TZVPD.

Each line ends with the Mulliken charge.
Cartesian coordinates (Å):
1 C -0.15093 1.07329 0.37049  -0.6501
2 C -1.37678 0.79642 -0.12029  -0.2084
3 C 0.44137 -0.22064 0.52926  0.6820
4 C -0.50897 -1.24773 0.17012  -0.6709
5 C 1.38381 -0.92222 -0.12929  -0.4529
6 O -1.55529 -0.53975 -0.28815  -0.1221
7 H 0.28290 2.02210 0.60167  0.3877
8 H -2.17570 1.44848 -0.42309  0.4191
9 H 2.10208 -0.44594 -0.78871  0.2789
10 H 1.55751 -1.96401 0.07800  0.3368

Computed properties:
Total energy (hartree): -267.99611
Maximum force (eV Å⁻¹): 1.83
HOMO-LUMO gap (eV): 9.24
Molar mass (g mol⁻¹): 80.1

# 11
Computed, not measured: the molecule C5H4O2 in a non-equilibrium geometry, with wB97M-V/def2-TZVPD.

Each line ends with the Mulliken charge.
Cartesian coordinates (Å):
1 O -2.59606 0.34444 -0.96546  -0.3352
2 C -1.66453 -0.31467 -0.74809  0.6337
3 C -0.64778 -1.13618 -0.53274  -0.7187
4 C 0.40265 -0.93581 0.47214  -0.1460
5 C 0.97762 0.22694 0.78906  -0.2617
6 C 0.65952 1.48568 0.05818  -0.1001
7 O -0.37663 2.09968 0.17386  -0.4228
8 H -0.65551 -2.03551 -1.13804  0.3306
9 H 0.73735 -1.83790 0.98177  0.3656
10 H 1.73245 0.27383 1.57019  0.3545
11 H 1.43093 1.82949 -0.66089  0.3001

Computed properties:
Total energy (hartree): -343.33456
Maximum force (eV Å⁻¹): 1.06
SMILES: O=C=C/C=C\C=O
HOMO-LUMO gap (eV): 9.46
Molar mass (g mol⁻¹): 96.1

# 12
Computed, not measured: the molecule C5H4O2, with wB97M-V/def2-TZVPD.

Each line ends with the Mulliken charge.
Cartesian coordinates (Å):
1 O -2.57591 1.45783 0.57993  -0.3446
2 C -1.49914 1.33432 0.17405  0.6614
3 C -0.28094 1.22712 -0.33172  -0.7691
4 C 0.23824 -0.13274 -0.62304  -0.1558
5 C 1.16355 -0.82496 0.41446  -0.6140
6 C -0.23093 -1.21637 0.30694  0.4833
7 O -1.11010 -1.93326 0.70037  -0.5036
8 H 0.27031 2.14465 -0.50458  0.3494
9 H 0.48312 -0.33560 -1.67095  0.3630
10 H 1.52298 -0.25939 1.25986  0.2564
11 H 1.88326 -1.52560 0.00365  0.2735

Computed properties:
Total energy (hartree): -343.30844
Maximum force (eV Å⁻¹): 0.94
SMILES: O=C=C[C@H]1CC1=O
HOMO-LUMO gap (eV): 9.82
Molar mass (g mol⁻¹): 96.1